Here is C7H13Br4Cl3O2Sr3 as an isolated structure from the Open Molecules 2025 dataset. Energies are from ωB97M-V with the def2-TZVPD basis set.

Each line ends with the Mulliken charge.
CARTESIAN COORDINATES (ANGSTROEM)
1 Sr -10.71 22.02 -0.85  1.310
2 Sr -10.27 15.18 0.50  1.448
3 Sr -15.30 19.95 3.50  1.381
4 Br -12.37 19.47 11.94  -0.121
5 Br -1.23 19.74 -1.05  -0.098
6 Br -15.09 19.85 9.71  -0.179
7 Br -4.57 23.05 -1.30  -0.190
8 Cl -8.76 12.53 8.69  -0.097
9 Cl -7.94 13.01 6.03  -0.164
10 Cl -6.00 12.54 8.08  -0.068
11 O -10.66 21.84 3.78  -0.445
12 O -8.82 19.56 2.71  -0.478
13 C -3.07 20.49 -1.09  -0.585
14 C -14.27 21.39 10.79  -0.653
15 C -7.50 13.33 7.73  0.028
16 C -8.48 20.19 3.94  -0.225
17 C -12.77 21.28 11.14  -0.546
18 C -9.70 21.16 4.59  -0.153
19 C -2.92 22.08 -1.03  -0.574
20 H -12.43 22.12 11.75  0.426
21 H -9.31 21.71 5.44  0.348
22 H -7.61 20.85 3.92  0.293
23 H -2.20 22.43 -1.78  0.386
24 H -14.42 22.35 10.29  0.387
25 H -8.19 19.36 4.57  0.299
26 H -7.42 14.41 7.90  0.300
27 H -3.61 19.99 -0.28  0.342
28 H -14.89 21.37 11.68  0.378
29 H -2.68 22.48 -0.05  0.359
30 H -10.25 20.39 5.13  0.208
31 H -12.25 21.54 10.22  0.315
32 H -3.69 20.19 -1.93  0.364

Results
Kohn-Sham gap, eV: 2.59
Charge: +4